95
Properties=species:S:1:pos:R:3 method="wB97M-V/def2-TZVPD" gap_ev="4.00 / 4.01" homo_energy_ev="-0.486 / -0.493" total_charge=-2 largest_force_ev_per_a=0.979 spin_multiplicity=6 relative_energy_ev=2.753
Mn -1.102 0.095 -0.778
C 3.201 -1.178 2.345
C 2.699 0.255 2.366
C 3.363 1.115 3.409
O 2.899 0.854 1.091
C 1.729 0.714 0.353
C 0.683 0.163 1.346
O 1.297 0.296 2.589
C -1.286 1.180 2.442
O -0.536 0.933 1.228
C -1.187 2.507 2.869
C -1.978 3.063 3.930
C -1.829 4.373 4.344
C -0.921 5.247 3.739
C -0.185 4.752 2.661
C -0.304 3.443 2.231
C -1.998 0.073 3.018
C -2.172 -0.058 4.415
C -2.891 -1.109 4.966
C -3.443 -2.103 4.163
C -3.244 -2.024 2.787
C -2.548 -0.964 2.231
C 2.993 -0.377 -1.493
O 1.785 -0.159 -0.753
C 3.219 -1.720 -1.844
C 4.181 -2.134 -2.824
C 4.378 -3.466 -3.137
C 3.632 -4.486 -2.541
C 2.642 -4.103 -1.633
C 2.429 -2.777 -1.296
C 3.769 0.771 -1.852
C 5.174 0.713 -2.053
C 5.913 1.835 -2.387
C 5.316 3.090 -2.519
C 3.948 3.185 -2.281
C 3.199 2.064 -1.957
H 4.248 -1.190 2.037
H 2.630 -1.774 1.631
H 3.101 -1.622 3.338
H 4.437 1.167 3.218
H 3.187 0.686 4.397
H 2.930 2.115 3.374
H 1.435 1.706 0.001
H 0.451 -0.888 1.152
H -2.738 2.449 4.397
H -2.452 4.732 5.160
H -0.808 6.270 4.081
H 0.501 5.411 2.136
H 0.283 3.109 1.385
H -1.695 0.663 5.067
H -3.005 -1.164 6.044
H -4.008 -2.920 4.597
H -3.645 -2.793 2.134
H -2.455 -0.918 1.157
H 4.749 -1.383 -3.358
H 5.128 -3.720 -3.881
H 3.810 -5.528 -2.780
H 2.015 -4.858 -1.167
H 1.646 -2.532 -0.594
H 5.681 -0.231 -1.901
H 6.986 1.737 -2.523
H 5.904 3.965 -2.773
H 3.450 4.148 -2.356
H 2.140 2.164 -1.792
O -0.286 1.164 -6.761
C -0.265 0.999 -5.424
C -0.036 -0.233 -4.829
C -0.023 -0.296 -3.457
N -0.255 0.765 -2.677
C -0.448 1.929 -3.268
Br -0.701 3.413 -2.131
C -0.462 2.117 -4.633
H -0.176 0.306 -7.185
H 0.145 -1.125 -5.418
H 0.189 -1.224 -2.936
H -0.616 3.093 -5.066
Te -3.474 1.187 -1.355
C -5.091 0.011 -0.677
C -5.643 -0.984 -1.487
C -6.772 -1.685 -1.076
C -7.362 -1.407 0.152
C -6.808 -0.429 0.970
C -5.682 0.276 0.560
H -5.181 -1.211 -2.440
H -7.188 -2.454 -1.716
H -8.239 -1.955 0.474
H -7.250 -0.214 1.936
H -5.250 1.033 1.204
Cl -3.291 -4.381 -0.916
C -1.497 -4.280 -0.793
C -1.034 -2.931 -0.264
O -0.353 -2.924 0.749
O -1.415 -1.924 -0.981
H -1.102 -4.435 -1.793
H -1.166 -5.062 -0.122



90
Properties=species:S:1:pos:R:3 method="wB97M-V/def2-TZVPD" gap_ev=8.89 homo_energy_ev=-10.906 total_charge=+1 largest_force_ev_per_a=0.844 relative_energy_ev=0.000
Zn -1.514 -0.243 -0.201
Cl -1.634 -2.994 0.770
C -1.948 -2.760 2.464
C -2.508 -3.816 3.164
C -2.753 -3.677 4.520
C -2.441 -2.490 5.165
C -1.886 -1.442 4.451
C -1.624 -1.556 3.085
P -0.894 -0.152 2.174
C -1.565 1.323 2.990
C -2.689 1.932 2.439
C -3.234 3.058 3.036
C -2.659 3.581 4.185
C -1.534 2.981 4.736
C -0.984 1.856 4.141
C 0.854 -0.164 2.668
C 1.657 0.900 2.254
C 3.004 0.923 2.573
C 3.561 -0.113 3.315
C 2.764 -1.167 3.733
C 1.414 -1.202 3.405
H -2.747 -4.734 2.646
H -3.192 -4.498 5.069
H -2.636 -2.377 6.223
H -1.661 -0.513 4.957
H -3.137 1.541 1.535
H -4.104 3.527 2.596
H -3.083 4.461 4.650
H -1.082 3.391 5.629
H -0.094 1.405 4.563
H 1.229 1.718 1.690
H 3.617 1.755 2.251
H 4.612 -0.093 3.570
H 3.190 -1.971 4.319
H 0.807 -2.036 3.731
C 2.667 0.292 -1.652
N 1.214 0.105 -1.654
P 0.030 1.303 -1.370
C 0.778 2.833 -0.761
C 0.076 3.464 0.268
C 0.522 4.670 0.786
C 1.679 5.251 0.289
C 2.378 4.636 -0.742
C 1.927 3.437 -1.272
C -0.615 1.778 -3.008
C -1.468 0.868 -3.632
C -2.024 1.148 -4.867
C -1.753 2.361 -5.486
C -0.931 3.286 -4.863
C -0.366 3.000 -3.627
P 0.402 -1.400 -1.534
C 0.146 -2.024 -3.216
C 1.133 -1.941 -4.194
C 0.881 -2.411 -5.473
C -0.351 -2.977 -5.777
C -1.334 -3.074 -4.802
C -1.087 -2.591 -3.526
C 1.594 -2.592 -0.857
C 1.671 -3.881 -1.382
C 2.474 -4.836 -0.776
C 3.212 -4.510 0.350
C 3.139 -3.228 0.879
C 2.323 -2.276 0.291
H 3.034 0.607 -2.632
H 3.156 -0.643 -1.390
H 2.946 1.040 -0.911
H -0.834 3.019 0.655
H -0.036 5.151 1.579
H 2.033 6.188 0.695
H 3.272 5.096 -1.141
H 2.469 2.984 -2.093
H -1.716 -0.064 -3.143
H -2.681 0.429 -5.339
H -2.194 2.590 -6.447
H -0.732 4.239 -5.335
H 0.257 3.742 -3.149
H 2.099 -1.509 -3.959
H 1.647 -2.341 -6.234
H -0.543 -3.344 -6.776
H -2.292 -3.516 -5.038
H -1.857 -2.655 -2.763
H 1.110 -4.142 -2.269
H 2.527 -5.833 -1.193
H 3.848 -5.252 0.816
H 3.718 -2.968 1.754
H 2.267 -1.280 0.714
Cl -3.589 1.875 -0.989
C -3.424 0.090 -0.713
H -3.746 -0.384 -1.638
H -4.162 -0.163 0.047